Entry 1:
C4H5NO in the gas phase at a distorted geometry. Source: the Open Molecules 2025 dataset; level of theory: ωB97M-V/def2-TZVPD.

**SMILES string**: CCC(=O)C#N
**HOMO-LUMO gap**: 11.1271 eV

Each line ends with the Mulliken charge.
Positions of all 11 atoms, in Å:
1 O 1.00652 -0.31603 2.31388  -0.469
2 N 2.79655 0.18301 -0.70292  -0.390
3 C 2.20797 -0.01880 0.27351  0.312
4 C -1.60259 0.01908 -0.35506  -0.947
5 C -0.08279 0.00079 -0.02963  -0.516
6 C 0.96560 -0.16402 1.12906  0.486
7 H -1.83419 0.97888 -0.83605  0.275
8 H 0.30927 0.95309 -0.38914  0.337
9 H -2.34986 -0.14628 0.41883  0.298
10 H 0.34701 -0.75791 -0.68402  0.336
11 H -1.76350 -0.73180 -1.13846  0.278

Entry 2:
C11H19B in the gas phase at a distorted geometry. Source: the Open Molecules 2025 dataset; level of theory: ωB97M-V/def2-TZVPD.

**SMILES string**: CB1[C@@H]2C[C@H]3C[C@@](C)(C[C@@H]2C)[C@@H]13
**HOMO-LUMO gap**: 9.9212 eV

Each line ends with the Mulliken charge.
Positions of all 31 atoms, in Å:
1 C -1.34826 0.61835 0.66340  0.017
2 C -0.96191 -0.94848 0.47278  0.571
3 C -0.45676 1.04323 1.78753  -1.144
4 C 1.41187 -0.52850 -0.36713  1.536
5 C -1.34142 1.95263 -1.83367  -1.001
6 C 0.98561 0.99805 1.23382  0.246
7 C 1.05741 1.05010 -0.28857  -0.677
8 C 0.05077 -1.23926 -0.69604  -1.557
9 C 1.69344 -0.37245 1.15713  -1.207
10 C -2.37980 -1.74542 0.36382  -1.620
11 C 2.58741 -0.84054 -1.22027  -1.560
12 B -0.52955 1.12602 -0.66350  0.007
13 H -3.02393 -1.67666 1.30050  0.373
14 H -0.66454 2.15260 1.95775  0.407
15 H -1.74067 1.12776 -2.49113  0.277
16 H 2.26307 -0.74959 -2.34081  0.313
17 H 0.08142 -2.33309 -0.70517  0.479
18 H 1.52608 1.84982 1.84667  0.311
19 H -2.11239 -2.85799 0.39340  0.395
20 H -0.61246 2.63743 -2.29576  0.293
21 H -0.50101 -1.38606 1.37630  0.062
22 H -0.34368 -0.95923 -1.67457  0.216
23 H 3.34416 -0.02631 -1.16350  0.406
24 H -2.98096 -1.59144 -0.54092  0.330
25 H 2.95867 -1.85829 -0.89732  0.324
26 H 1.80189 1.67909 -0.71539  0.588
27 H 2.84711 -0.07820 1.29443  0.305
28 H 1.40898 -1.10788 1.91631  0.337
29 H -2.46421 0.85262 0.94577  0.321
30 H -2.13271 2.67644 -1.58145  0.326
31 H -0.42361 0.53526 2.76560  0.328

Entry 3:
A molecular structure, C20H23N2O6S2Ti at a distorted geometry. Source: the Open Molecules 2025 dataset; level of theory: ωB97M-V/def2-TZVPD.

**HOMO-LUMO gap (spin up / spin down)**: 8.4600 / 8.4594 eV
**Charge**: +1

Each line ends with the Mulliken charge.
Positions of all 54 atoms, in Å:
1 Ti -0.06682 -0.17893 1.03550  0.342
2 S 0.14086 -3.33008 1.95108  0.098
3 S 1.52054 -0.06636 -1.07203  -0.504
4 O -1.53300 -0.32213 2.07550  -0.261
5 O -1.07693 -1.70250 3.79575  -0.528
6 O 0.35027 1.62551 0.85198  -0.769
7 O 0.60037 -2.07260 1.14972  -0.132
8 O -2.41123 2.44546 -1.17967  -0.451
9 O -1.55212 0.53852 -0.39880  -0.184
10 N 2.75485 -2.40676 -0.68881  0.132
11 N 2.91724 -1.49242 -2.78554  -0.150
12 C 3.66572 -3.50198 -1.00230  -0.092
13 C -3.40550 -3.22876 0.03434  -1.195
14 C 2.60340 -6.35214 1.09032  -0.898
15 C -3.70231 -4.36083 2.14246  -0.730
16 C 3.58095 -3.81135 -2.48594  -0.553
17 C 1.94922 -5.28998 1.70227  -0.394
18 C 2.21015 -6.76464 -0.17345  -0.447
19 C 0.91484 -4.64854 1.03228  0.609
20 C 2.44854 -1.43444 -1.53870  0.448
21 C 1.17216 -6.11454 -0.83727  -0.834
22 C -4.22170 -3.89024 0.94393  -0.508
23 C 0.34486 0.17955 3.27601  -0.226
24 C -1.57066 1.76477 -0.44352  0.650
25 C -2.06037 -3.04630 0.31283  0.115
26 C 0.51808 -5.05314 -0.23814  0.013
27 C -0.81662 -0.66096 3.23895  0.231
28 C -1.55906 -3.53243 1.50983  1.023
29 C 3.80960 -2.53770 -3.28251  -0.755
30 C -2.36188 -4.17258 2.43978  -0.776
31 C -0.60234 2.53252 0.40687  -0.320
32 H -3.81643 -2.85201 -0.89251  0.450
33 H 3.40459 -6.86184 1.60799  0.439
34 H -1.95617 -4.49051 3.39178  0.439
35 H 2.59359 -4.21707 -2.71651  0.243
36 H 3.59308 -2.69305 -4.33787  0.457
37 H -1.18151 2.96859 1.23364  0.326
38 H 0.86380 -6.45126 -1.81828  0.468
39 H 4.68591 -3.22265 -0.72460  0.392
40 H 4.32515 -4.55860 -2.75672  0.420
41 H -1.42556 -2.52978 -0.39715  0.505
42 H 2.68218 -0.71338 -3.37796  0.222
43 H -0.30210 -4.55976 -0.74198  0.494
44 H -5.27148 -4.02744 0.72278  0.423
45 H -4.34481 -4.85338 2.85918  0.415
46 H 2.70476 -7.60442 -0.64353  0.429
47 H 2.23220 -4.96967 2.69805  0.454
48 H 0.16215 1.24565 3.23056  0.202
49 H 3.37716 -4.36474 -0.40287  -0.174
50 H 2.34557 -2.33128 0.22864  0.013
51 H 1.19240 -0.12801 3.87269  0.397
52 H -3.01202 1.83680 -1.63980  0.378
53 H 4.84855 -2.20954 -3.19751  0.294
54 H -0.15202 3.35898 -0.14835  0.358

Energy relative to the best compared isomer or geometry (same formula, charge and spin) values (in kJ/mol) by entry order: 196.2, 218.6, 12.8.
Molecular weight values (in u) by entry order: 83.09, 162.09, 499.41.
E values (in eV) by entry order: -7764.4926, -12388.8954, -81161.6448.